Model P:
An isolated ion of composition C4H9N2S and charge +1, computed with the ωB97M-V functional and the def2-TZVPD basis.

Structure (ORCA input):
```
! wB97M-V def2-TZVPD RIJCOSX def2/J DEFGRID3
* xyz 1 1
C -0.78 0.74 0.07
C -0.46 -0.70 -0.33
C 1.97 -0.28 -0.52
C -2.25 1.04 0.22
N 0.15 1.56 -0.06
N 0.93 -1.05 0.14
S 3.34 0.33 0.22
H -1.17 -1.51 0.10
H -0.62 -0.78 -1.48
H 2.18 -0.35 -1.57
H -2.72 1.14 -0.76
H -2.36 2.02 0.68
H -3.01 0.41 0.88
H 0.87 -0.69 1.13
H 1.12 -2.01 -0.04
H 2.80 0.12 1.33
*
```

Computed properties:
Highest occupied orbital energy (spin up / spin down) (eV): -13.8 / -12.3
Kohn-Sham gap (spin up / spin down) (eV): 9.3 / 7.6



Model Q:
An isolated ion of composition C4H9N2S and charge +1, computed with the ωB97M-V functional and the def2-TZVPD basis.

Structure (ORCA input):
```
! wB97M-V def2-TZVPD RIJCOSX def2/J DEFGRID3
* xyz 1 1
C -0.57 -1.04 1.22
C -0.33 0.40 0.79
C 0.98 1.78 -0.79
C -0.62 -2.09 -1.06
N -1.10 -1.73 0.08
N 0.78 0.42 -0.15
S -2.15 -1.35 -1.38
H 0.33 -1.49 1.35
H -1.23 -0.96 2.05
H -1.14 0.81 0.31
H -0.17 1.17 1.58
H 0.15 2.44 -0.33
H 1.08 1.72 -1.91
H 1.92 2.05 -0.41
H 1.70 0.19 0.16
H 0.39 -2.31 -1.52
*
```

Computed properties:
Highest occupied orbital energy (eV): -13.1
Kohn-Sham gap (eV): 7.3



Most stable structure, least stable structure: model Q, model P.



Model P:
One molecule with the formula C19H26N2O3S, computed with the ωB97M-V functional and the def2-TZVPD basis.

Structure (ORCA input):
```
! wB97M-V def2-TZVPD RIJCOSX def2/J DEFGRID3
* xyz 0 1
C -5.64 -1.57 1.58
C -5.67 -2.04 0.13
O -4.40 -2.46 -0.33
C -3.34 -1.60 -0.39
C -2.10 -2.22 -0.28
C -0.92 -1.51 -0.37
C -0.96 -0.14 -0.56
C 0.24 0.73 -0.63
O 0.22 1.91 -0.31
N 1.36 0.13 -1.10
C 2.64 0.80 -1.11
C 3.46 0.49 0.16
C 4.03 -0.89 0.17
C 4.88 -1.41 1.09
C 5.25 -2.75 0.83
C 4.68 -3.24 -0.30
S 3.67 -2.07 -1.06
N 4.54 1.43 0.44
C 4.09 2.72 0.92
C 5.49 1.56 -0.64
C -2.20 0.49 -0.66
C -3.40 -0.21 -0.59
O -4.62 0.38 -0.75
C -4.74 1.78 -0.77
C -4.54 2.42 0.60
H -5.22 -2.34 2.22
H -5.04 -0.67 1.68
H -6.65 -1.35 1.91
H -6.29 -2.94 0.04
H -6.08 -1.26 -0.52
H -2.09 -3.28 -0.12
H 0.02 -2.03 -0.25
H 1.34 -0.85 -1.33
H 3.19 0.50 -2.01
H 2.43 1.87 -1.15
H 2.76 0.57 1.01
H 5.23 -0.85 1.93
H 5.92 -3.32 1.45
H 4.77 -4.21 -0.74
H 4.96 3.27 1.28
H 3.41 2.57 1.76
H 3.59 3.33 0.16
H 5.78 0.57 -0.99
H 5.11 2.14 -1.50
H 6.38 2.06 -0.26
H -2.19 1.56 -0.80
H -5.77 1.96 -1.12
H -4.05 2.22 -1.51
H -4.70 3.49 0.53
H -5.26 2.01 1.31
H -3.54 2.24 0.97
*
```

Computed properties:
Structure (SMILES): CCOc1ccc(C(=O)NC[C@@H](c2cccs2)N(C)C)cc1OCC
Highest occupied orbital energy (eV): -8.2
Kohn-Sham gap (eV): 8.8



Model Q:
One molecule with the formula C19H26N2O3S, computed with the ωB97M-V functional and the def2-TZVPD basis.

Structure (ORCA input):
```
! wB97M-V def2-TZVPD RIJCOSX def2/J DEFGRID3
* xyz 0 1
C -2.50 -1.48 2.69
C -2.21 -0.66 1.44
C -2.30 0.85 1.73
C -2.02 1.65 0.46
C -2.11 3.15 0.71
C -3.02 1.23 -0.63
N -3.03 -0.19 -0.85
S -2.11 -0.80 -2.09
O -2.46 -2.18 -2.24
O -2.28 0.09 -3.21
C -0.39 -0.71 -1.58
C 0.16 -1.80 -0.92
C 1.46 -1.74 -0.44
C 2.14 -0.56 -0.67
C 1.61 0.53 -1.36
C 0.31 0.46 -1.82
C 2.66 1.60 -1.41
C 2.25 2.90 -0.72
C 3.85 0.94 -0.68
O 4.94 1.42 -0.47
N 3.44 -0.30 -0.28
C 4.19 -1.29 0.45
C 3.70 -2.69 0.04
C 2.20 -2.84 0.27
C -3.21 -1.00 0.32
H -1.79 -1.24 3.48
H -3.51 -1.27 3.06
H -2.44 -2.54 2.47
H -1.20 -0.88 1.09
H -1.58 1.12 2.50
H -3.30 1.09 2.09
H -1.01 1.41 0.11
H -3.11 3.42 1.06
H -1.91 3.71 -0.20
H -1.39 3.46 1.47
H -2.79 1.69 -1.59
H -4.03 1.54 -0.33
H -0.45 -2.69 -0.80
H -0.16 1.25 -2.38
H 2.96 1.82 -2.44
H 1.45 3.38 -1.27
H 3.10 3.57 -0.66
H 1.90 2.69 0.29
H 5.25 -1.16 0.23
H 4.04 -1.14 1.53
H 4.25 -3.44 0.61
H 3.92 -2.84 -1.02
H 1.86 -3.82 -0.09
H 1.98 -2.79 1.34
H -3.10 -2.04 0.00
H -4.23 -0.86 0.69
*
```

Computed properties:
Structure (SMILES): C[C@@H]1C[C@H](C)CN(S(=O)(=O)c2cc3c4c(c2)[C@@H](C)C(=O)N4CCC3)C1
Highest occupied orbital energy (eV): -8.5
Kohn-Sham gap (eV): 9.0



Most stable structure, least stable structure: model Q, model P.